(1)
67
Properties=species:S:1:pos:R:3 method="wB97M-V/def2-TZVPD" orbital_gap_ev=5.023 charge=+3 lumo_ev=-11.70
W -0.4221 0.2779 0.6833
C 2.8968 -1.5261 0.9093
C 2.7775 -0.6594 2.1324
C 3.4831 -1.0336 3.2617
C 3.4959 -0.2376 4.3984
C 2.8080 0.9738 4.4257
C 2.0821 1.4105 3.3394
C 1.4463 2.7750 3.3992
C 2.0301 0.5581 2.1892
N 1.3442 1.0680 1.0095
C 1.8669 2.2249 0.3583
O 2.9809 2.6107 0.4740
C 0.7970 2.8485 -0.4543
C 0.7977 4.1221 -0.9589
C -0.3292 4.5464 -1.6604
C -1.3879 3.6647 -1.8594
C -1.2884 2.4054 -1.3224
N -0.2296 2.0185 -0.6272
C -2.2933 1.3342 -1.4291
O -3.2907 1.4231 -2.0566
N -1.8858 0.1671 -0.6819
C -2.7070 -1.0110 -0.9655
C -2.6369 -1.5566 -2.2558
C -1.8082 -0.9905 -3.3896
C -3.4004 -2.6907 -2.5135
C -4.2276 -3.2359 -1.5510
C -4.3114 -2.6524 -0.2909
C -3.5553 -1.5417 0.0220
C -3.7119 -0.8918 1.3695
H 2.5914 -2.5533 1.1225
H 3.9433 -1.5644 0.5925
H 2.3209 -1.1426 0.0865
H 4.0561 -1.9557 3.2393
H 4.0708 -0.5478 5.2639
H 2.8619 1.6060 5.3067
H 1.0762 2.9813 4.4034
H 0.6259 2.9005 2.7036
H 2.1988 3.5384 3.1740
H 1.6522 4.7674 -0.7892
H -0.3831 5.5579 -2.0450
H -2.2812 3.9383 -2.4071
H -1.0030 -0.3348 -3.0609
H -2.4498 -0.4014 -4.0477
H -1.3862 -1.7928 -3.9985
H -3.3447 -3.1449 -3.4989
H -4.8212 -4.1134 -1.7794
H -4.9923 -3.0616 0.4484
H -4.4169 -1.4444 1.9886
H -4.0723 0.1323 1.2853
H -2.7680 -0.8753 1.9260
N 2.2021 0.6846 -2.4363
N 2.0649 -0.5898 -2.9781
C 1.2811 -1.5321 -2.4620
N 1.2749 -2.7071 -3.0589
N 0.5489 -1.2156 -1.3244
N -0.0792 -2.1834 -0.7001
O -0.2482 -3.3145 -0.9910
O -0.4972 -1.7717 0.5010
H 1.9941 1.3583 -3.1645
H 3.1716 0.8093 -2.1675
H 2.5989 -0.8268 -3.7998
H 1.8633 -2.8865 -3.8617
H 0.6991 -3.4550 -2.7285
Cl -0.5774 0.2260 4.7793
Si -0.0785 -0.7377 3.1185
Cl 0.5819 -2.5689 3.5207
Cl -1.6001 1.8199 1.8840


(2)
11
Properties=species:S:1:pos:R:3 method="wB97M-V/def2-TZVPD" orbital_gap_ev="8.868 / 7.439" s2=2.055 charge=+2 spin_multiplicity=3 lumo_ev="-11.58 / -14.41"
C -0.3598 1.4493 0.1865
C -1.8620 -0.1560 -0.1680
C 0.6403 0.4955 0.0774
N -1.6386 1.1575 -0.0635
N -1.3478 -1.1207 0.3750
N 1.7973 0.0400 -0.1015
H -0.1214 2.5110 0.5752
H -2.7196 -0.1132 -0.7930
H -1.4713 -2.1066 0.2682
H 2.5310 0.4694 -0.7339
H 2.1698 -0.8498 0.4725


(3)
36
Properties=species:S:1:pos:R:3 method="wB97M-V/def2-TZVPD" orbital_gap_ev="3.901 / 8.711" s2=0.750 charge=+1 spin_multiplicity=2 lumo_ev="-4.72 / -4.54"
Li -2.0421 -1.7336 -1.9012
Li -2.4210 1.0771 -2.1624
Li -1.4761 2.9689 -0.1364
Li -2.5674 -2.0369 0.9143
S -0.4098 0.0145 -0.1132
O -1.0781 -0.1205 -1.4153
O -0.5521 1.4076 0.3851
O -0.9359 -1.0519 0.6534
O 1.0081 -0.2307 -0.3471
O 0.5740 0.0305 -3.7710
H 1.4866 -0.1498 -3.5456
H 0.1140 0.0255 -2.9316
O 0.3588 -2.7272 2.2301
H 1.1516 -2.1921 2.2673
H -0.3016 -2.1512 1.8450
O -0.1705 -3.0945 -1.4556
H -0.3631 -3.8615 -0.9163
H 0.6383 -2.7390 -1.0872
O 2.1197 2.2916 -1.7629
H 1.2223 1.9632 -1.7069
H 2.5885 1.8284 -1.0687
O 1.2015 2.6249 2.4518
H 0.6098 2.2776 1.7844
H 0.7091 2.5535 3.2696
O 2.9880 -0.4381 -2.3406
H 3.0538 -1.3900 -2.4160
H 2.3955 -0.2963 -1.6023
O 2.8140 -1.3715 1.1091
H 2.7352 -2.2753 0.8038
H 2.1517 -0.8915 0.6118
O -2.4764 3.3291 1.7160
H -2.3264 4.1443 2.1947
H -2.0927 2.6505 2.2714
O -3.4262 -0.4790 1.9136
H -4.3448 -0.2247 2.0015
H -2.9364 0.2683 2.2571


Number 1: maximum force 1.23 eV/Å, electronic energy -3405.40626 Ha. Number 2: maximum force 3.22 eV/Å, electronic energy -280.61506 Ha. Number 3: maximum force 4.85 eV/Å, electronic energy -1417.16172 Ha.